[1]
C5H11NOS as an isolated structure, computed with ωB97M-V/def2-TZVPD.

The geometry in ORCA input format:
```
! RIJCOSX wB97M-V def2-TZVPD def2/J DEFGRID3
* xyz 0 1
O -1.408 1.594 -0.850
C -1.023 1.423 0.394
N 0.010 0.798 1.141
C 1.010 0.119 0.102
C 1.403 1.422 -1.015
C 0.542 0.268 -1.335
S -1.449 -2.490 0.270
C 2.323 0.017 1.050
H -1.601 2.041 1.008
H -1.056 0.243 0.575
H 0.804 -0.994 0.217
H 2.422 1.571 -1.152
H 0.794 2.396 -0.958
H -0.536 0.076 -1.223
H 0.927 -0.676 -1.981
H -0.598 -2.563 -0.790
H 2.203 -0.900 1.592
H 2.337 0.925 1.746
H 3.155 -0.118 0.291
*
```

Relative energy (zero: lowest compared OMol25 entry of this formula, charge and spin) = 266.2 kcal per mole
E_HOMO = -7.3 eV
M = 133.2 g mol⁻¹
Kohn-Sham gap = 5.64 eV

Results of the Löwdin charge analysis, in e, for atoms 1 through 6:
1 O -0.09
2 C -0.40
3 N 0.15
4 C -0.41
5 C 0.10
6 C -0.11



[2]
A 2-piece molecular cluster, C5H11NOS overall, computed with ωB97M-V/def2-TZVPD.

The geometry in ORCA input format:
```
! RIJCOSX wB97M-V def2-TZVPD def2/J DEFGRID3
* xyz 0 1
C -0.782 1.181 -0.099
C 0.388 1.735 0.649
C 1.204 0.579 1.202
S 2.060 -0.374 -0.058
C -1.737 0.364 0.558
N -2.365 -0.664 -0.319
C -1.374 -1.554 -1.012
O -2.186 0.477 1.679
H 4.120 -0.944 -1.952
H -0.994 1.573 -1.085
H 0.088 2.443 1.437
H 1.011 2.293 -0.059
H 0.476 -0.073 1.698
H 1.900 0.811 2.013
H 4.445 -1.451 -1.508
H -2.881 -1.214 0.359
H -1.209 -1.158 -2.012
H -1.725 -2.580 -1.049
H -0.439 -1.440 -0.442
*
```

Relative energy (zero: lowest compared OMol25 entry of this formula, charge and spin) = 139.2 kcal per mole
E_HOMO = -8.1 eV
M = 133.2 g mol⁻¹
Kohn-Sham gap = 4.88 eV

Results of the Löwdin charge analysis, in e, for atoms 1 through 6:
1 C 0.09
2 C -0.27
3 C -0.70
4 S 0.57
5 C -0.49
6 N 0.01



What is the M in the first record?
133.2 g mol⁻¹



The lowest E_HOMO belongs to which entry?
number 2



What is the E_HOMO in the first record?
-7.3 eV



Look up the M of the first one.
133.2 g mol⁻¹